w:
DFT (ωB97M-V with the def2-TZVPD basis set) results for a 3-piece molecular cluster, C5H12S2 overall.

The net charge is 0. The value obtained for the lowest unoccupied orbital energy is 0.027 Ha. As for the gap between HOMO and LUMO: 9.84 eV. As for the structure (SMILES): C=C(C)S.C=C.S.

Positions of all 19 atoms, in Å:
C: -0.37 -0.43 -0.37
C: -1.30 -1.08 0.34
C: -2.74 -1.21 -0.07
S: -0.92 -1.86 1.94
H: -0.63 -0.02 -1.35
H: 0.58 -0.05 -0.15
H: -3.27 -0.45 0.42
H: -2.97 -1.07 -1.12
H: -3.35 -2.15 0.24
H: -0.90 -3.07 1.56
C: 0.37 2.51 -0.20
C: 1.43 3.20 0.03
H: -0.08 1.83 0.68
H: -0.24 2.60 -1.12
H: 1.80 3.78 -0.70
H: 2.01 3.35 0.91
S: 3.55 -2.04 0.21
H: 4.37 -2.36 -0.70
H: 2.66 -1.48 -0.58


x:
DFT (ωB97M-V with the def2-TZVPD basis set) results for a 2-piece molecular cluster, C5H12S2 overall.

The net charge is 0. The value obtained for the lowest unoccupied orbital energy is 0.024 Ha. As for the gap between HOMO and LUMO: 8.48 eV. As for the structure (SMILES): C=CC.CSSC.

Positions of all 19 atoms, in Å:
C: -0.29 2.20 1.99
C: 0.61 1.18 1.82
C: 1.82 1.40 0.95
H: -1.08 2.14 2.74
H: -0.18 3.13 1.41
H: 0.60 0.24 2.43
H: 1.94 0.49 0.40
H: 1.81 2.30 0.34
H: 2.70 1.55 1.58
C: -0.34 -3.66 -1.29
S: -0.23 -2.00 -2.04
S: -1.72 -1.00 -0.95
C: -1.25 0.76 -1.48
H: 0.10 -3.53 -0.19
H: -1.35 -4.10 -1.20
H: 0.31 -4.36 -1.76
H: -1.71 1.01 -2.45
H: -1.61 1.48 -0.72
H: -0.14 0.78 -1.59


The structure with the least stability is w.